The following is a quantum chemistry calculation of a single C4H10BN molecule at a distorted geometry, from the Open Molecules 2025 dataset.

LUMO (spin up / spin down): 0.0072 / 0.0077 hartree
ΔE to the lowest compared entry with this formula, charge and spin: 404.8 kJ/mol
Frontier orbital gap (spin up / spin down): 8.701 / 8.145 eV
Net charge: 0
Strongest force on any atom: 4.10 eV Å⁻¹

Positions of all 16 atoms, in Å:
B: 1.7397 -0.5913 -0.3010
C: 2.2821 0.6277 0.2987
C: -0.5544 1.2105 -0.6925
C: -0.8320 -0.2259 -0.6110
C: -1.7064 -0.5234 0.5255
N: 0.4370 -0.9834 -0.2950
H: 2.5884 -1.3886 -0.5174
H: 2.0044 0.8710 1.3409
H: 2.9890 1.2647 -0.2527
H: -0.2076 1.7780 0.1832
H: -0.7508 1.6628 -1.7078
H: -1.1322 -0.7158 -1.5877
H: -2.7799 -0.5944 0.2904
H: -1.5505 0.3301 1.2999
H: -1.4135 -1.3513 1.0768
H: 0.3633 -1.9295 -0.4990

Force components x, y, z for each atom (eV/Å):
1.0 -0.7 0.4
0.4 2.6 0.4
-0.1 1.1 -1.9
2.3 -1.7 -0.7
-2.3 2.7 2.1
-1.0 1.0 -0.9
0.2 -0.7 -0.4
0.4 0.2 -0.7
-0.2 -0.2 0.7
-0.4 -0.3 -0.7
0.5 0.0 1.5
-0.2 1.1 1.0
0.3 0.2 0.1
-0.6 -1.3 -1.2
0.4 -2.0 0.6
-0.7 -2.0 -0.5

---

The following is a quantum chemistry calculation of a single C4H10BNO2 molecule at a distorted geometry, from the Open Molecules 2025 dataset.

LUMO: -0.0281 hartree
ΔE to the lowest compared entry with this formula, charge and spin: 488.3 kJ/mol
Frontier orbital gap: 6.448 eV
Net charge: 0
Strongest force on any atom: 4.15 eV Å⁻¹

Positions of all 18 atoms, in Å:
B: -1.4354 -1.4424 -0.1298
C: 1.0516 -1.6282 -0.4688
C: 1.4513 0.1224 -0.6531
C: 1.4698 0.5720 0.8601
C: -2.1391 0.9340 -0.0419
N: -2.4563 -0.5042 -0.0964
O: -0.2881 -1.8377 -0.0599
O: 0.6286 0.8212 -1.3346
H: 1.1077 -2.1119 -1.5246
H: 1.7693 -2.0287 0.2552
H: 2.4836 -0.0499 -0.9781
H: 2.2937 1.2463 1.1448
H: 1.6196 -0.4769 1.4155
H: 0.4744 0.8867 1.0375
H: -1.9569 1.2790 1.0414
H: -1.2654 1.1162 -0.7373
H: -3.1107 1.5469 -0.3764
H: -3.4401 -0.6770 -0.1591

Force components x, y, z for each atom (eV/Å):
-2.3 3.2 -0.1
1.9 0.6 -3.3
-0.8 -0.8 2.3
1.6 -3.8 0.2
-1.1 2.3 0.1
0.4 -1.4 0.0
0.8 -1.1 0.9
-0.5 -0.2 -1.2
0.2 0.7 1.9
-0.6 -0.4 -0.3
0.4 -0.1 -0.6
-0.7 0.0 -0.2
-0.1 2.6 -0.3
-0.7 0.8 0.6
0.0 -0.6 -1.7
-0.7 0.2 1.0
2.2 -1.5 0.5
-0.1 -0.5 0.0

---

The following is a quantum chemistry calculation of a molecular structure, C4H10BeO3 at a distorted geometry, from the Open Molecules 2025 dataset.

LUMO (spin up / spin down): -0.1321 / -0.3257 hartree
ΔE to the lowest compared entry with this formula, charge and spin: 0.0 kJ/mol
Frontier orbital gap (spin up / spin down): 10.846 / 5.426 eV
Net charge: +1
Strongest force on any atom: 9.01 eV Å⁻¹
Multiplicity: 2

Positions of all 18 atoms, in Å:
O: 1.4211 -0.2387 -0.7258
C: 2.0127 0.5800 0.2187
C: 1.0870 1.1373 1.2929
O: 0.1361 2.0959 0.8645
C: -1.0298 1.6193 0.2835
H: 2.5082 1.4407 -0.2740
H: 2.8040 0.0227 0.7605
H: 1.6904 1.6472 2.0577
H: 0.5603 0.2931 1.7787
H: -1.8644 1.4985 0.9882
H: -1.2909 2.1972 -0.6168
H: -0.8641 0.3760 -0.1443
O: -0.8173 -1.2438 -0.8600
C: -1.5823 -2.3461 -1.1330
Be: 0.5645 -1.1604 -0.6665
H: -1.3106 -3.2184 -0.5209
H: -2.6546 -2.1016 -1.1014
H: -1.3704 -2.5988 -2.2021

Force components x, y, z for each atom (eV/Å):
6.3 6.4 1.0
1.5 0.7 -1.3
-0.7 -0.3 2.4
0.0 -0.7 -1.5
0.7 -2.1 -1.7
-0.2 -0.4 0.1
-0.4 0.3 0.1
0.0 -0.1 -0.4
0.0 0.3 -0.2
0.2 -0.2 0.2
0.0 0.3 0.8
-0.6 2.2 1.0
-0.4 0.8 0.9
-1.0 -1.5 -1.9
-4.7 -5.4 -0.5
-0.4 0.3 0.0
0.3 -0.3 0.4
-0.4 -0.2 0.7

---

The following is a quantum chemistry calculation of a molecular structure, C4H10Br2N at a distorted geometry, from the Open Molecules 2025 dataset.

LUMO (spin up / spin down): -0.1626 / -0.1442 hartree
ΔE to the lowest compared entry with this formula, charge and spin: 392.7 kJ/mol
Frontier orbital gap (spin up / spin down): 7.302 / 8.595 eV
Net charge: +1
Strongest force on any atom: 3.98 eV Å⁻¹

Positions of all 17 atoms, in Å:
C: 1.4071 -0.2039 -1.2824
C: 1.4036 0.9430 0.8634
C: -0.1303 -1.0283 0.3927
C: -3.4571 0.4295 0.1711
N: 1.1589 -0.3650 0.1853
Br: -4.9725 -0.6305 0.0271
Br: -1.9908 0.2703 -0.9168
H: 2.4929 -0.0996 -1.4762
H: 1.0175 -1.0677 -1.9213
H: 0.8694 0.6226 -1.5355
H: 2.3904 1.1719 0.9538
H: 1.0071 1.7020 0.2882
H: 1.0346 0.8650 1.9284
H: -0.2960 -1.3284 1.4289
H: -0.1578 -1.8515 -0.2964
H: -3.5584 1.5487 0.4528
H: 1.7815 -0.9781 0.7370

Force components x, y, z for each atom (eV/Å):
2.0 -3.5 -0.3
-2.4 -1.6 2.4
0.1 -0.6 0.5
-0.5 2.6 0.4
0.7 -0.2 0.7
0.6 0.2 0.0
-0.3 -0.2 -0.4
-0.7 0.2 0.2
0.6 0.9 1.3
-1.2 2.4 -0.9
3.1 0.0 -0.1
-1.5 1.6 -0.8
-0.1 0.3 -1.4
-0.2 0.5 -0.1
-0.4 -0.3 -0.1
-0.2 -2.3 -0.2
0.4 -0.1 -1.2

---

The following is a quantum chemistry calculation of a single C4H10Br2Si molecule at a distorted geometry, from the Open Molecules 2025 dataset.

LUMO: 0.0159 hartree
ΔE to the lowest compared entry with this formula, charge and spin: 56.4 kJ/mol
Frontier orbital gap: 10.178 eV
Net charge: 0
Strongest force on any atom: 3.78 eV Å⁻¹

Positions of all 17 atoms, in Å:
C: -0.9432 -1.0686 -1.2131
C: 0.0150 1.2806 0.9017
C: 0.4626 -0.6156 -0.8600
C: 0.6271 -0.0741 0.5489
Si: 2.6389 0.0736 0.9395
Br: 3.3174 1.9425 -0.2253
Br: 3.6172 -1.6536 0.0603
H: -0.8588 -1.4713 -2.3064
H: -1.7750 -0.2809 -0.9951
H: -1.2032 -1.8867 -0.5303
H: 0.2838 2.0313 0.0908
H: -1.1535 1.0742 0.9845
H: 0.3603 1.8010 1.9159
H: 1.1682 -1.4053 -0.9988
H: 0.7010 0.1583 -1.5980
H: 0.1102 -0.7905 1.1894
H: 2.8251 -0.1552 2.3097

Force components x, y, z for each atom (eV/Å):
-0.8 -0.2 -0.5
-1.5 1.2 0.4
-0.8 1.8 -0.4
2.2 0.4 0.9
-3.0 0.3 -2.2
-0.2 -0.9 1.0
0.6 -0.6 -0.3
-0.9 0.8 1.9
1.6 -1.1 -1.0
-0.1 -0.2 -0.4
-0.8 -0.8 0.9
2.3 1.1 -0.3
-0.6 -1.5 -2.0
0.2 -0.7 -0.2
0.4 0.1 0.1
0.7 -0.3 0.5
0.6 0.6 1.6

---

The following is a quantum chemistry calculation of a single C4H10Br2Si molecule at a distorted geometry, from the Open Molecules 2025 dataset.

LUMO: 0.0209 hartree
ΔE to the lowest compared entry with this formula, charge and spin: 0.0 kJ/mol
Frontier orbital gap: 10.463 eV
Net charge: 0
Strongest force on any atom: 3.32 eV Å⁻¹

Positions of all 17 atoms, in Å:
C: -1.0560 1.1963 -1.2485
C: -1.0107 -1.2676 -0.3675
C: 0.8787 0.0249 2.0008
C: -0.1579 -0.1576 -1.0162
Si: 1.2891 0.1949 0.1795
Br: 2.7882 -1.7348 -0.0177
Br: 2.5575 1.9426 -0.0974
H: -0.6892 2.1320 -0.7533
H: -0.9762 1.4299 -2.3419
H: -2.1183 1.1416 -0.9861
H: -1.5701 -0.8445 0.5630
H: -0.3244 -2.0822 -0.0053
H: -1.8247 -1.5118 -1.0609
H: 0.1011 0.7726 2.0906
H: 0.4044 -0.8690 2.1345
H: 1.4450 0.3266 2.8341
H: 0.2635 -0.6937 -1.9076

Force components x, y, z for each atom (eV/Å):
1.5 -0.2 -1.4
-0.5 1.1 2.2
-0.6 2.7 -1.8
-0.5 0.9 0.7
1.2 -2.4 0.6
-1.0 1.3 -0.2
0.0 0.5 -0.3
0.1 -1.0 -0.1
-0.3 -0.1 0.9
0.3 -0.6 0.0
1.0 -0.7 -1.4
-1.1 0.3 -0.7
0.5 -0.6 0.1
-0.9 0.4 0.0
-1.1 -2.6 0.6
1.7 -0.1 0.5
-0.3 1.3 0.3

---

The following is a quantum chemistry calculation of a gas-phase ion, C4H10BrN2 (charge +1) at a distorted geometry, from the Open Molecules 2025 dataset.

LUMO: -0.1414 hartree
ΔE to the lowest compared entry with this formula, charge and spin: 63.5 kJ/mol
Frontier orbital gap: 11.242 eV
Net charge: +1
Strongest force on any atom: 3.09 eV Å⁻¹

Positions of all 17 atoms, in Å:
C: -0.0790 1.7917 0.3571
C: 1.0289 -1.7506 -0.1074
C: -1.3596 -1.1374 -0.5902
C: -0.1412 -0.8381 0.3036
N: 0.5184 2.9297 0.0935
N: 0.3965 0.5533 0.0756
Br: -1.8839 1.9338 0.9539
H: 1.8808 -1.6610 0.5162
H: 0.7776 -2.8169 0.1911
H: 1.2049 -1.4585 -1.1368
H: -1.9983 -1.7120 0.1351
H: -1.0095 -1.9577 -1.2803
H: -1.9934 -0.2923 -0.9819
H: -0.4201 -0.7669 1.3342
H: 1.4518 2.8443 -0.2212
H: 0.2507 3.8453 0.5156
H: 1.3751 0.4932 -0.1579

Force components x, y, z for each atom (eV/Å):
-1.6 -2.6 -0.4
-1.7 -0.9 1.6
-0.6 -1.8 1.1
-0.2 1.5 -1.0
-0.1 0.7 0.9
0.0 2.7 0.3
0.9 -0.2 0.0
1.1 0.9 0.5
-0.1 1.0 -1.4
0.3 -1.0 -0.3
0.0 0.5 -0.9
-0.8 1.4 -0.1
1.1 -1.0 0.1
0.0 -0.8 0.7
1.1 0.3 -0.5
0.0 -1.4 -0.6
0.3 0.5 -0.2

---

The following is a quantum chemistry calculation of 2 unconnected molecules or ions with the total composition C4H10Cl2NP at a distorted geometry, from the Open Molecules 2025 dataset.

LUMO (spin up / spin down): -0.0292 / -0.0143 hartree
ΔE to the lowest compared entry with this formula, charge and spin: 315.1 kJ/mol
Frontier orbital gap (spin up / spin down): 8.794 / 7.493 eV
Net charge: 0
Strongest force on any atom: 3.40 eV Å⁻¹

Positions of all 18 atoms, in Å:
C: 0.0917 1.4570 0.0908
C: 0.7617 -0.7704 1.1688
C: 1.6364 -0.1419 -1.0762
C: 0.4194 -0.0155 -0.1551
N: -0.6481 -0.6736 -0.7795
P: -3.0625 -0.4196 0.8453
Cl: -3.3782 1.4237 0.2392
Cl: -3.7878 -1.5095 -0.6878
H: -0.5407 1.9139 -0.7228
H: -0.5925 1.5613 0.9543
H: 0.8940 2.1131 0.3879
H: 0.0623 -0.5425 2.0000
H: 1.6903 -0.1931 1.5696
H: 0.8848 -1.8965 1.0131
H: 2.4873 0.5668 -0.8217
H: 2.1864 -1.2641 -1.0602
H: 1.2505 0.0847 -2.1424
H: -0.3550 -1.6938 -0.8232

Force components x, y, z for each atom (eV/Å):
-2.0 0.6 0.3
1.4 1.3 1.1
1.9 -1.6 -1.8
1.3 -0.2 1.3
-1.1 -1.6 -0.6
0.8 -1.2 0.5
-0.3 1.3 -0.5
-0.3 -0.3 -0.3
1.1 -0.5 0.4
0.1 -0.4 -0.2
0.7 0.0 -0.4
-0.2 -0.5 -0.8
-0.9 -1.6 -0.7
0.1 1.7 0.3
-1.2 -0.7 -0.2
-1.8 2.9 -0.1
1.0 -0.4 1.5
-0.6 1.2 0.0

---

The following is a quantum chemistry calculation of 2 unconnected molecules or ions with the total composition C4H10Cl3O4P at a distorted geometry, from the Open Molecules 2025 dataset.

LUMO: 0.0232 hartree
ΔE to the lowest compared entry with this formula, charge and spin: 30.8 kJ/mol
Frontier orbital gap: 11.494 eV
Net charge: 0
Strongest force on any atom: 1.57 eV Å⁻¹

Positions of all 22 atoms, in Å:
C: -1.2828 -2.0054 1.1877
O: -1.1880 -1.8787 -0.2172
P: -0.2199 -0.7890 -0.8117
O: -0.6369 0.5937 -0.6220
O: 1.1697 -1.0606 -0.1365
C: 2.0127 -0.0934 0.4722
O: -0.2127 -1.3127 -2.2810
C: 0.2884 -0.5053 -3.3054
H: -2.2028 -1.5112 1.4354
H: -0.4554 -1.4431 1.6069
H: -1.2798 -3.0433 1.4634
H: 3.0018 -0.5059 0.4228
H: 1.6459 0.0920 1.4536
H: 1.9807 0.8081 -0.1496
H: 0.1138 -1.0230 -4.2395
H: 1.3221 -0.2585 -3.1403
H: -0.2857 0.4034 -3.4279
C: -0.7711 2.6931 1.8802
Cl: 0.9600 2.5745 2.4277
Cl: -1.3149 4.3665 2.1216
Cl: -1.6751 1.6065 3.0064
H: -0.9700 2.2922 0.8532

Force components x, y, z for each atom (eV/Å):
0.1 1.0 -0.2
0.4 -0.5 -1.0
-0.8 -0.2 0.7
-0.2 1.1 0.0
0.1 -1.3 -0.5
-0.3 0.5 -1.5
-0.1 -0.7 0.3
-0.4 0.6 -1.1
-0.5 0.0 0.7
0.1 -0.3 0.7
0.1 -0.4 0.1
0.5 -0.1 0.4
0.1 0.3 0.8
0.1 0.1 0.5
0.5 -0.4 -0.1
0.5 0.0 -0.1
-0.1 0.4 0.4
0.0 -0.6 0.8
-0.7 0.2 -0.8
0.1 -0.5 -0.4
0.0 0.3 -0.5
0.7 0.6 0.8

---

The following is a quantum chemistry calculation of a molecular structure, C4H10ClIN3O3 at a distorted geometry, from the Open Molecules 2025 dataset.

LUMO: -0.1041 hartree
Frontier orbital gap: 10.047 eV
Net charge: +1
Strongest force on any atom: 1.12 eV Å⁻¹

Positions of all 22 atoms, in Å:
C: -1.4193 3.0299 0.0220
C: 3.0808 -2.1921 1.6393
C: -1.8180 0.2389 -1.6715
C: 0.3881 -0.8110 -1.7752
N: 1.9317 -1.6740 1.5405
N: -1.3146 1.7715 -0.0434
N: -0.9884 -0.7087 -1.3680
O: -1.0724 3.8454 0.9785
O: 3.7060 -2.6890 2.6772
O: -3.0680 0.1009 -1.3249
Cl: 1.0060 -1.5749 3.0192
I: -0.4722 0.7057 1.4733
H: -1.8619 3.5526 -0.8259
H: 3.6560 -2.2480 0.7205
H: -1.5071 1.0114 -2.3682
H: 1.0274 -0.9038 -0.8944
H: 0.5169 -1.7032 -2.3906
H: 0.6812 0.0625 -2.3527
H: -1.3199 -1.4283 -0.7304
H: -0.6732 3.3809 1.7392
H: 3.1659 -2.6126 3.4836
H: -3.6449 0.8457 -1.5479

Force components x, y, z for each atom (eV/Å):
-0.1 -0.1 -0.2
0.3 -0.2 0.1
0.2 0.1 -0.4
0.8 -0.1 -0.3
-1.0 0.5 -0.3
0.0 -0.3 -0.2
-0.9 -0.2 0.2
0.2 0.6 0.7
0.2 -0.1 0.5
-0.2 -0.4 0.1
0.6 -0.3 -0.1
-0.1 0.3 0.1
0.0 0.1 0.1
0.0 0.0 0.0
0.0 -0.1 0.1
-0.1 0.1 0.0
0.0 0.1 0.0
0.0 0.0 0.0
-0.1 0.1 -0.1
-0.1 0.0 -0.2
0.0 0.0 -0.1
0.3 0.0 0.0

---

The following is a quantum chemistry calculation of a single C4H10ClN3 molecule at a distorted geometry, from the Open Molecules 2025 dataset.

LUMO: 0.0275 hartree
ΔE to the lowest compared entry with this formula, charge and spin: 185.0 kJ/mol
Frontier orbital gap: 9.643 eV
Net charge: 0
Strongest force on any atom: 4.62 eV Å⁻¹

Positions of all 18 atoms, in Å:
C: 2.3121 -0.3298 -0.7395
C: 0.2645 0.5751 0.0782
C: -0.9335 0.3401 0.9120
C: -2.2105 0.7541 0.1284
H: 2.7094 -1.4604 -0.7235
H: 2.9784 0.5097 -0.4715
H: 1.9504 -0.0655 -1.7472
H: -0.1533 -1.9728 -0.2477
H: 0.7163 -2.0240 1.2265
H: -0.1691 2.3797 -0.4120
H: -0.9195 1.0271 1.7403
H: -1.0785 -0.7515 1.2680
H: -2.0682 1.5145 -0.7722
H: -3.0719 0.8763 0.7945
N: 1.1680 -0.4410 0.1066
N: 0.7152 -1.8243 0.1950
N: 0.4950 1.6916 -0.6423
Cl: -2.7048 -0.7989 -0.6937

Force components x, y, z for each atom (eV/Å):
0.9 -2.1 -1.2
0.7 2.4 -1.8
-2.1 -0.1 0.0
0.1 -0.8 -1.4
-0.1 3.1 -0.2
-0.1 -0.8 0.3
0.4 -0.3 0.0
-1.2 0.0 -0.4
-0.4 -0.2 -1.7
-1.2 1.0 0.3
0.4 0.1 0.7
0.4 2.2 -0.4
-0.4 -1.4 2.5
0.4 0.8 -0.3
-0.6 -0.8 -0.1
2.0 1.1 2.5
1.0 -4.1 1.8
-0.2 0.0 -0.6

---

The following is a quantum chemistry calculation of a molecular structure, C4H10ClNO2Si2, from the Open Molecules 2025 dataset.

LUMO: 0.0227 hartree
Frontier orbital gap: 11.119 eV
Net charge: 0
Strongest force on any atom: 0.98 eV Å⁻¹

Positions of all 20 atoms, in Å:
O: 1.5195 3.3719 -0.9050
C: 0.7077 2.6897 -1.3564
N: -0.1091 1.9775 -1.9079
Si: -1.6991 1.8391 -1.1667
O: -1.8519 0.3240 -0.5684
Si: -1.5753 -0.0778 1.0279
C: -0.1677 -1.3083 1.1634
C: 0.7945 -1.2119 -0.0269
C: 2.1816 -1.7595 0.2861
Cl: 2.8562 -2.6682 -1.1003
H: -1.8419 2.8743 -0.1283
H: -2.6936 2.0614 -2.2211
H: -2.8254 -0.6830 1.5289
H: -1.2335 1.1490 1.7789
H: -0.5826 -2.3104 1.2270
H: 0.3500 -1.1237 2.1021
H: 0.3695 -1.7185 -0.8843
H: 0.9107 -0.1721 -0.3246
H: 2.8840 -0.9511 0.4402
H: 2.1886 -2.4134 1.1467

Force components x, y, z for each atom (eV/Å):
0.7 0.5 0.5
-0.3 -0.4 -0.8
-0.4 0.2 0.7
-0.1 -0.2 -0.9
0.1 0.4 0.5
-0.1 -0.6 0.0
-0.2 0.2 -0.3
0.1 0.2 0.3
0.0 0.1 -0.4
0.1 -0.2 -0.1
0.1 -0.1 0.1
0.0 -0.1 0.0
0.0 0.1 0.1
0.0 0.1 0.0
0.0 -0.2 0.0
0.1 0.1 0.2
-0.1 -0.1 -0.1
0.0 0.1 -0.2
0.1 0.1 0.3
0.0 -0.2 0.1

---

Q: strongest force on any atom of number 1 (C4H10BN)?
A: 4.10 eV Å⁻¹

---

Q: What is the formula in the ninth record?
A: C4H10Cl3O4P

---

Q: Among the records above, which one has the lowest strongest force on any atom?
A: C4H10ClNO2Si2